The following is a quantum chemistry calculation of a 4-piece molecular cluster, C34H54ClFNO8 overall, from OMol25.

As for the net charge: +1. Its total energy is -2544.4474 hartree. The HOMO energy comes out at -11.62 eV.

Bonds (Å) are listed after each position.
Element x y z (Å)
1 C 2.080 -2.921 3.386  C2 1.541, H37 1.083, H38 1.083, H39 1.086
2 C 1.196 -1.862 2.700  C1 1.541, C3 1.538, H40 1.089, H41 1.088
3 C 1.307 -0.455 3.312  C2 1.538, C4 1.527, H42 1.087, H43 1.086
4 C 1.655 0.646 2.313  C3 1.527, C5 1.544, H44 1.087, H45 1.087
5 C 0.515 1.124 1.389  C4 1.544, C6 1.504, H46 1.085, H47 1.079
6 C 0.089 0.082 0.391  C5 1.504, C7 1.399, N32 1.349
7 C -1.043 -0.708 0.614  C6 1.399, C8 1.513, C12 1.399
8 C -1.898 -0.458 1.837  C7 1.513, C9 1.509, H48 1.078, H49 1.080
9 C -2.711 0.809 1.736  C8 1.509, O10 1.167, F11 1.327
10 O -3.235 1.321 2.645  C9 1.167
11 F -2.714 1.394 0.544  C9 1.327
12 C -1.380 -1.731 -0.280  C7 1.399, C13 1.497, C21 1.417
13 C -2.538 -2.635 0.004  C12 1.497, C14 1.520, H50 1.086, H51 1.080
14 C -3.920 -2.044 -0.217  C13 1.520, C15 1.393, C20 1.391
15 C -4.995 -2.717 0.359  C14 1.393, C16 1.388, H52 1.082
16 C -6.297 -2.271 0.180  C15 1.388, C17 1.388, H53 1.078
17 C -6.539 -1.133 -0.578  C16 1.388, C18 1.396, H54 1.077
18 C -5.474 -0.446 -1.161  C17 1.396, C19 1.505, C20 1.390
19 C -5.764 0.775 -1.993  C18 1.505, H55 1.085, H56 1.086, H57 1.083
20 C -4.175 -0.907 -0.979  C14 1.391, C18 1.390, H58 1.081
21 C -0.561 -1.932 -1.420  C12 1.417, C22 1.513, C26 1.386
22 C -0.858 -3.090 -2.346  C21 1.513, C23 1.551, H59 1.086, H60 1.078
23 C -2.138 -2.906 -3.203  C22 1.551, C24 1.520, H61 1.080, H62 1.086
24 C -2.989 -4.163 -3.286  C23 1.520, Cl25 1.783, H63 1.083, H64 1.084
25 Cl -2.560 -5.141 -4.713  C24 1.783
26 C 0.504 -1.072 -1.635  C21 1.386, C27 1.508, N32 1.365
27 C 1.385 -1.176 -2.854  C26 1.508, O28 1.432, H65 1.079, H66 1.083
28 O 2.728 -1.564 -2.540  C27 1.432, C29 1.377
29 C 2.837 -2.632 -1.677  O28 1.377, C30 1.495, O31 1.187
30 C 2.987 -3.988 -2.288  C29 1.495, H67 1.085, H68 1.082, H69 1.083
31 O 2.831 -2.446 -0.505  C29 1.187
32 N 0.811 -0.094 -0.735  C6 1.349, C26 1.365, C33 1.469
33 C 1.966 0.781 -0.974  N32 1.469, C34 1.521, H70 1.082, H71 1.074
34 C 1.590 2.103 -1.624  C33 1.521, O35 1.185, O36 1.362
35 O 1.726 3.120 -1.031  C34 1.185
36 O 1.087 2.071 -2.890  C34 1.362, H72 0.969
37 H 2.715 -2.490 4.150  C1 1.083
38 H 1.478 -3.697 3.842  C1 1.083
39 H 2.698 -3.419 2.646  C1 1.086
40 H 0.169 -2.222 2.733  C2 1.089
41 H 1.467 -1.842 1.646  C2 1.088
42 H 0.438 -0.200 3.912  C3 1.087
43 H 2.129 -0.497 4.020  C3 1.086
44 H 2.530 0.313 1.761  C4 1.087
45 H 1.965 1.519 2.881  C4 1.087
46 H 0.887 1.987 0.847  C5 1.085
47 H -0.323 1.478 1.969  C5 1.079
48 H -2.553 -1.290 2.040  C8 1.078
49 H -1.300 -0.294 2.721  C8 1.080
50 H -2.478 -2.940 1.044  C13 1.086
51 H -2.479 -3.556 -0.558  C13 1.080
52 H -4.827 -3.608 0.949  C15 1.082
53 H -7.137 -2.791 0.612  C16 1.078
54 H -7.538 -0.760 -0.730  C17 1.077
55 H -6.283 1.509 -1.385  C19 1.085
56 H -6.457 0.501 -2.783  C19 1.086
57 H -4.869 1.205 -2.424  C19 1.083
58 H -3.364 -0.365 -1.443  C20 1.081
59 H -1.016 -3.956 -1.711  C22 1.086
60 H -0.024 -3.350 -2.978  C22 1.078
61 H -2.709 -2.044 -2.890  C23 1.080
62 H -1.790 -2.695 -4.210  C23 1.086
63 H -2.874 -4.817 -2.430  C24 1.083
64 H -4.038 -3.901 -3.363  C24 1.084
65 H 0.967 -1.817 -3.614  C27 1.079
66 H 1.464 -0.191 -3.298  C27 1.083
67 H 2.019 -4.460 -2.418  C30 1.085
68 H 3.542 -3.962 -3.217  C30 1.082
69 H 3.557 -4.582 -1.584  C30 1.083
70 H 2.695 0.284 -1.601  C33 1.082
71 H 2.476 1.018 -0.059  C33 1.074
72 H 1.821 2.056 -3.522  O36 0.969
73 C 4.454 5.617 -3.133  C74 1.517, H76 1.090, H77 1.091, H78 1.094
74 C 4.909 5.042 -1.804  C73 1.517, O75 1.425, H79 1.088, H80 1.098
75 O 3.860 5.067 -0.841  C74 1.425, H81 0.964
76 H 4.103 6.640 -3.001  C73 1.090
77 H 5.263 5.615 -3.865  C73 1.091
78 H 3.619 5.037 -3.537  C73 1.094
79 H 5.727 5.629 -1.391  C74 1.088
80 H 5.264 4.011 -1.933  C74 1.098
81 H 3.127 4.548 -1.192  O75 0.964
82 C 1.767 -2.890 8.680  C83 1.516, H85 1.090, H86 1.090, H87 1.092
83 C 2.161 -2.802 7.219  C82 1.516, O84 1.430, H88 1.089, H89 1.095
84 O 1.191 -2.086 6.450  C83 1.430, H90 0.962
85 H 0.797 -3.376 8.784  C82 1.090
86 H 2.504 -3.456 9.251  C82 1.090
87 H 1.684 -1.893 9.119  C82 1.092
88 H 2.226 -3.796 6.779  C83 1.089
89 H 3.138 -2.319 7.114  C83 1.095
90 H 1.125 -1.199 6.819  O84 0.962
91 C -0.004 6.675 -2.479  C92 1.519, H94 1.091, H95 1.091, H96 1.093
92 C 0.991 7.812 -2.328  C91 1.519, O93 1.425, H97 1.089, H98 1.095
93 O 1.358 8.355 -3.594  C92 1.425, H99 0.962
94 H 0.415 5.887 -3.107  C91 1.091
95 H -0.264 6.249 -1.508  C91 1.091
96 H -0.921 7.025 -2.959  C91 1.093
97 H 1.909 7.454 -1.865  C92 1.089
98 H 0.578 8.604 -1.696  C92 1.095
99 H 0.561 8.691 -4.015  O93 0.962